[1]
The following is a DFT calculation (the ωB97M-V functional and the def2-TZVPD basis) of 2 unconnected molecules or ions with the total composition C2H9N5O.

The geometry in XYZ format:
```
17
Properties=species:S:1:pos:R:3:lowdin_charge:R:1
N 0.251 1.682 0.722 -0.1690
N 0.927 1.651 1.950 -0.0038
C 0.226 0.902 -1.428 -0.0385
N 0.767 0.857 -0.261 -0.1181
H 0.087 2.644 0.428 0.1225
H 0.750 0.756 2.396 0.0680
H 1.935 1.755 1.828 0.0735
H 0.628 0.240 -2.178 0.0800
H -0.452 1.695 -1.736 0.0821
C -0.732 -2.029 -0.330 -0.6815
N 0.357 -1.712 0.423 0.1147
N -1.514 -0.893 -0.642 0.1039
O -0.962 -3.100 -0.855 0.0239
H 1.047 -2.449 0.429 0.0918
H 0.711 -0.645 0.284 0.0719
H -1.664 -0.240 0.113 0.0798
H -2.361 -1.115 -1.144 0.0989
```

## Properties
SMILES string = NC(N)=O.C=NNN
HOMO energy = -9.157 eV
LUMO level = 0.812 eV
Energy above the lowest of the compared OMol25 structures with the same formula, charge and spin = 74.1 kcal/mol
F_max = 2.984 eV Å⁻¹

[2]
The following is a DFT calculation (the ωB97M-V functional and the def2-TZVPD basis) of 2 unconnected molecules or ions with the total composition C4H10O3.

The geometry in XYZ format:
```
17
Properties=species:S:1:pos:R:3:lowdin_charge:R:1
C 2.882 0.377 -0.272 -0.1161
O 1.820 -0.184 0.449 -0.1692
C 0.646 -0.246 -0.308 -0.1909
C -0.405 -0.875 0.559 -0.3266
O -1.215 0.019 1.258 -0.0621
C -1.765 -0.831 0.083 -0.0299
O -2.616 1.479 -0.114 -0.1016
H 3.755 0.367 0.383 0.0908
H 2.662 1.415 -0.565 0.0921
H 3.096 -0.206 -1.181 0.0906
H 0.333 0.760 -0.648 0.1471
H 0.771 -0.879 -1.202 0.1385
H -0.085 -1.735 1.124 0.1516
H -1.932 1.261 0.556 0.0014
H -2.560 -1.438 0.489 0.1162
H -1.963 -0.487 -0.943 0.1247
H -3.423 1.202 0.332 0.0433
```

## Properties
SMILES string = COC[C@@H]1CO1.O
HOMO energy = -10.126 eV
LUMO level = 0.947 eV
Energy above the lowest of the compared OMol25 structures with the same formula, charge and spin = 77.9 kcal/mol
F_max = 1.444 eV Å⁻¹

[3]
The following is a DFT calculation (the ωB97M-V functional and the def2-TZVPD basis) of a molecular structure, C34H43Cl2O2SSeTl.

The geometry in XYZ format:
```
84
Properties=species:S:1:pos:R:3:lowdin_charge:R:1
Tl 0.983 2.577 -4.263 0.9195
C -2.636 -2.259 3.581 -0.0384
C -2.818 -0.748 3.385 -0.5509
C -4.302 -0.366 3.473 -0.0349
C -2.071 -0.039 4.519 -0.0575
C -2.331 -0.333 2.007 -0.1711
C -1.432 0.713 1.831 -0.0494
C -1.075 1.021 0.542 -0.4531
Se 0.070 2.381 -0.180 1.2174
C 1.684 1.218 0.029 -0.3284
C 2.056 0.583 1.190 -0.0472
C 3.114 -0.314 1.171 -0.1703
C 3.745 -0.522 -0.053 0.0129
C 3.393 0.101 -1.247 -0.0836
C 2.326 1.019 -1.207 -0.4099
O 1.784 1.667 -2.226 -0.5416
C 4.168 -0.283 -2.506 -0.5296
C 3.760 0.494 -3.763 -0.0864
C 5.668 -0.025 -2.293 -0.0429
C 3.925 -1.770 -2.803 -0.0375
C 3.568 -1.065 2.416 -0.5551
C 2.773 -0.661 3.662 -0.0656
C 5.050 -0.769 2.683 -0.0450
C 3.364 -2.571 2.196 -0.0425
C -1.558 0.358 -0.576 -0.3440
O -0.990 1.449 -3.034 -0.6349
C -2.493 -0.658 -0.428 -0.1567
C -2.853 -0.967 0.881 0.0223
C -3.073 -1.374 -1.632 -0.5411
C -4.232 -2.307 -1.267 -0.0553
C -1.957 -2.210 -2.270 -0.0269
C -3.586 -0.331 -2.634 -0.0257
H -2.923 -2.534 4.595 0.0852
H -1.594 -2.536 3.429 0.0894
H -3.245 -2.836 2.891 0.0754
H -4.700 -0.584 4.462 0.0862
H -4.887 -0.914 2.739 0.0811
H -4.418 0.698 3.275 0.0813
H -2.452 -0.392 5.476 0.0862
H -2.225 1.038 4.484 0.0853
H -1.002 -0.246 4.485 0.0812
H -1.031 1.280 2.655 0.1137
H 1.505 0.798 2.092 0.0928
H 4.560 -1.230 -0.083 0.1022
H 3.881 1.565 -3.618 0.0741
H 2.726 0.276 -4.032 0.0478
H 4.395 0.187 -4.592 0.0871
H 5.836 1.022 -2.052 0.0918
H 6.216 -0.261 -3.202 0.0822
H 6.079 -0.628 -1.490 0.0735
H 2.866 -1.944 -2.985 0.0885
H 4.235 -2.407 -1.979 0.0761
H 4.482 -2.065 -3.690 0.0840
H 2.876 0.401 3.866 0.0863
H 3.149 -1.208 4.525 0.0837
H 1.719 -0.902 3.548 0.0736
H 5.199 0.303 2.796 0.0901
H 5.675 -1.114 1.865 0.0742
H 5.377 -1.265 3.594 0.0815
H 2.311 -2.782 2.021 0.0873
H 3.690 -3.125 3.074 0.0821
H 3.928 -2.927 1.338 0.0751
H -3.573 -1.752 1.036 0.0995
H -3.909 -3.108 -0.605 0.0827
H -4.626 -2.765 -2.172 0.0864
H -5.037 -1.751 -0.792 0.0908
H -1.605 -2.969 -1.574 0.0937
H -1.116 -1.580 -2.553 0.0597
H -2.330 -2.713 -3.159 0.0898
H -4.330 0.310 -2.164 0.0900
H -4.047 -0.827 -3.485 0.0889
H -2.782 0.300 -2.999 0.0520
Cl 0.191 4.524 -2.213 0.6056
C -1.530 4.280 -1.958 -0.6694
C -2.409 4.966 -2.774 -0.1146
C -3.766 4.795 -2.564 -0.0843
C -4.203 3.966 -1.549 -0.1219
C -3.270 3.303 -0.767 -0.6504
Cl -3.903 2.294 0.493 0.7600
C -1.896 3.418 -0.937 -0.3007
S -0.333 0.861 -1.843 0.8951
H -2.043 5.620 -3.549 0.1010
H -4.479 5.316 -3.183 0.1041
H -5.256 3.834 -1.356 0.0967
```

## Properties
HOMO energy = -7.346 eV
LUMO level = -0.427 eV
Energy above the lowest of the compared OMol25 structures with the same formula, charge and spin = 51.5 kcal/mol
F_max = 1.603 eV Å⁻¹

[4]
The following is a DFT calculation (the ωB97M-V functional and the def2-TZVPD basis) of a molecular structure, C3H7NORb.

The geometry in XYZ format:
```
13
Properties=species:S:1:pos:R:3:lowdin_charge:R:1
Rb -13.531 6.237 -24.512 0.9901
C -16.074 12.263 -28.424 -0.0057
C -17.088 11.239 -27.993 -0.6073
O -16.918 10.558 -27.012 0.0429
N -18.197 11.207 -28.708 0.0122
C -19.304 10.381 -28.286 -0.0813
H -16.467 13.252 -28.187 0.0866
H -15.860 12.277 -29.493 0.0786
H -15.112 12.165 -27.921 0.0798
H -18.376 11.717 -29.561 0.1471
H -19.691 10.584 -27.287 0.0905
H -19.141 9.311 -28.414 0.0837
H -20.155 10.532 -28.950 0.0829
```

## Properties
Charge = +1
HOMO energy = -11.761 eV
LUMO level = -4.308 eV
Energy above the lowest of the compared OMol25 structures with the same formula, charge and spin = 20.7 kcal/mol
F_max = 2.459 eV Å⁻¹